ORCA calculation (the ωB97M-V functional and the def2-TZVPD basis) on C53H72GeN3O3Pt as an isolated structure in a non-equilibrium geometry.

XYZ file:
```
133
Properties=species:S:1:pos:R:3:forces:R:3
Pt 0.41500 0.09132 -0.31328 -0.9 -0.1 1.1
C 4.17925 2.66574 3.05374 0.0 -0.1 0.0
C 4.41725 2.04824 1.68070 0.1 0.0 0.0
C 4.53372 3.15230 0.63945 0.0 0.0 0.0
C 5.65902 1.16830 1.69177 0.0 0.0 0.0
O 3.28786 1.22606 1.27293 -0.3 0.1 0.3
Ge 2.41619 0.15512 2.39333 0.2 0.1 0.1
O 2.67785 -1.48707 1.78843 0.1 0.2 0.2
C 2.63826 -2.73985 2.51234 -0.1 -0.1 0.0
C 1.27584 -3.37128 2.25557 0.0 0.0 0.1
C 2.86682 -2.52410 4.00297 0.0 0.0 0.0
C 3.75736 -3.60156 1.93068 0.0 -0.1 0.0
O 0.66255 0.51193 1.89644 0.6 -0.3 -1.0
C -0.30453 0.92881 2.93816 -0.1 0.1 0.1
C -0.09425 0.04799 4.15466 0.0 -0.1 -0.1
C -1.70759 0.64708 2.35034 0.1 0.1 0.0
C 0.07320 2.34909 3.33862 0.0 0.0 0.0
H 4.94511 3.41072 3.27084 0.0 0.0 0.0
H 4.22323 1.91228 3.84653 0.0 0.0 0.0
H 3.21007 3.16479 3.08264 0.0 0.0 0.0
H 5.49016 3.66395 0.74725 0.0 0.0 0.0
H 3.73574 3.88751 0.75425 0.0 0.0 0.0
H 4.48696 2.74401 -0.36997 0.0 0.0 0.0
H 6.51540 1.72050 2.08021 0.0 0.0 0.0
H 5.90108 0.82001 0.68638 0.0 0.0 0.0
H 5.50350 0.29382 2.32857 0.0 0.0 0.0
H 0.47366 -2.76559 2.68184 0.0 0.0 0.0
H 1.22831 -4.36639 2.69977 0.0 0.0 0.0
H 1.09840 -3.47089 1.18275 0.0 -0.1 0.2
H 2.11294 -1.85829 4.43011 0.0 0.0 0.0
H 3.85771 -2.10263 4.18505 0.0 0.0 0.0
H 2.80208 -3.47363 4.53365 0.0 0.0 0.0
H 3.45511 -4.06547 0.99008 0.0 0.0 0.1
H 4.02506 -4.39943 2.62311 0.0 0.0 0.0
H 4.64237 -2.99155 1.75087 0.0 0.0 0.0
H -0.29829 -1.00353 3.94778 0.0 0.0 0.0
H -0.74850 0.38873 4.95130 0.0 0.0 0.0
H 0.92784 0.14994 4.52902 0.0 0.0 0.0
H -1.62028 -0.38670 1.99281 -0.1 0.0 0.0
H -3.13400 1.31082 0.96045 0.0 0.0 0.0
H -3.76708 0.57252 2.50613 0.0 0.0 0.0
H 1.07704 2.31707 3.76820 0.0 0.0 0.0
H -0.59951 2.73117 4.10445 0.0 0.0 0.0
H 0.08406 3.03989 2.50445 0.0 -0.1 0.0
C 0.18420 -4.55000 -1.31640 0.0 -0.1 0.0
C -0.64191 -3.40976 -1.91755 -0.1 0.0 0.0
C -1.98874 -3.96928 -2.39418 0.0 0.0 0.0
C 0.10858 -2.70181 -3.03382 0.0 -0.1 0.0
C 0.67091 -3.43607 -4.07394 0.0 0.0 0.0
C 1.41160 -2.81711 -5.06672 0.0 0.0 0.0
C 1.62727 -1.44646 -5.03218 0.0 0.0 0.0
C 1.06898 -0.65981 -4.03153 0.0 0.0 0.0
C 1.27556 0.84593 -4.01589 -0.1 0.0 0.0
C 0.17988 1.58050 -4.79978 0.0 0.0 0.0
C 2.64466 1.25653 -4.56025 0.0 0.0 0.0
C 0.29224 -1.31862 -3.07105 0.1 0.1 0.0
N -0.35088 -0.52682 -2.05458 0.0 0.4 -0.2
C -1.58398 -0.19399 -2.20814 0.1 -0.1 0.1
C -2.22452 0.56932 -1.09404 0.1 0.1 0.0
N -1.47963 0.82581 -0.07753 0.0 -0.1 -0.6
C -2.07019 1.47610 1.09153 0.0 0.0 0.0
C -1.93866 2.99792 1.15523 -0.1 0.0 0.0
C -2.51154 3.65012 2.17749 0.1 0.0 0.0
C -3.11288 3.18656 3.43325 0.0 0.0 0.0
C -3.25842 1.95872 3.93940 0.0 0.0 0.0
C -2.97675 0.64725 3.25662 0.0 0.0 0.1
C -3.31707 -0.60546 4.12402 0.0 0.0 0.0
C -2.83977 -0.66925 5.58178 0.0 0.0 0.0
C -4.84614 -0.74411 4.12897 0.0 0.0 0.0
C -1.27698 3.83437 0.06059 0.0 0.0 0.0
C -2.07989 3.90922 -1.24398 0.0 0.0 0.0
C 0.18652 3.49724 -0.24019 0.0 0.0 0.0
C -3.61039 0.83644 -1.49078 0.0 0.0 0.0
C -4.67587 1.53518 -0.97231 0.0 0.0 0.0
C -5.88407 1.57674 -1.70327 0.0 0.0 0.0
C -6.02013 0.96705 -2.92520 0.0 0.0 0.0
C -4.92941 0.27497 -3.50854 0.0 0.0 0.0
C -4.90600 -0.34654 -4.78177 0.0 0.0 0.0
C -3.76055 -0.94280 -5.25377 0.0 0.0 0.0
C -2.56896 -0.97523 -4.49991 0.0 0.0 0.0
C -2.57238 -0.39825 -3.25242 0.0 0.0 0.0
C -3.74978 0.22681 -2.76758 0.0 0.0 0.0
H -0.35041 -4.98906 -0.47370 0.0 0.0 0.0
H 1.16697 -4.22752 -0.96320 -0.2 -0.2 -0.2
H 0.34419 -5.34328 -2.04630 0.0 0.0 0.0
H -0.83888 -2.68345 -1.12218 0.0 0.0 0.0
H -1.83503 -4.72129 -3.17037 0.0 0.0 0.0
H -2.64270 -3.19845 -2.79795 0.0 0.1 0.0
H -2.50704 -4.45117 -1.56455 0.0 0.0 0.0
H 0.54003 -4.50961 -4.09937 0.0 0.0 0.0
H 1.84566 -3.40896 -5.86174 0.0 0.0 0.0
H 2.23226 -0.98397 -5.79977 0.0 0.0 0.0
H 1.20996 1.18214 -2.97583 0.0 0.0 0.1
H 0.14419 1.21995 -5.82976 0.0 0.0 0.0
H 0.39386 2.64990 -4.82601 0.0 0.0 0.0
H -0.81023 1.44966 -4.36599 -0.1 0.0 0.0
H 2.66335 1.21928 -5.65041 0.0 0.0 0.0
H 3.44515 0.61634 -4.18852 0.0 0.0 0.0
H 2.86507 2.28573 -4.27455 0.0 0.0 0.0
H -2.44921 4.73227 2.12643 0.0 0.0 0.0
H -3.42892 4.00303 4.07285 0.0 0.0 0.0
H -3.68523 1.89820 4.93389 -0.1 0.0 0.0
H -2.91409 -1.47367 3.58954 0.0 0.0 0.0
H -2.89593 0.30065 6.07967 0.0 0.0 0.0
H -1.83033 -1.05104 5.69564 0.0 0.0 0.0
H -3.48818 -1.34385 6.14000 0.0 0.0 0.0
H -5.31147 0.08497 4.66745 0.0 0.0 0.0
H -5.14612 -1.66510 4.62717 0.0 0.0 0.0
H -5.25746 -0.75986 3.11747 0.0 0.0 0.0
H -1.27050 4.84493 0.47382 0.0 0.0 0.0
H -2.04084 2.97744 -1.81065 0.0 0.0 0.0
H -1.66247 4.68798 -1.88359 0.0 0.0 0.0
H -3.12542 4.15501 -1.05680 0.0 0.0 0.0
H 0.30985 2.49528 -0.66160 0.0 0.1 0.0
H 0.82264 3.56615 0.64265 0.0 0.0 0.0
H 0.56915 4.20161 -0.98097 0.0 0.0 0.0
H -4.62395 2.07893 -0.03873 0.0 0.0 0.0
H -6.72012 2.11937 -1.28417 0.0 0.0 0.0
H -6.96120 1.02674 -3.45726 0.0 0.0 0.0
H -5.80049 -0.34064 -5.39206 0.0 0.0 0.0
H -3.76667 -1.39999 -6.23359 0.0 0.0 0.0
H -1.68537 -1.44557 -4.91036 0.0 0.0 0.0
C 4.62887 -1.76015 -1.66637 0.0 0.1 0.0
C 4.43310 -0.38723 -1.67550 0.1 -0.1 0.0
C 3.22531 0.11950 -1.24734 -0.1 0.1 -0.1
N 2.23570 -0.67469 -0.82157 0.0 -0.1 0.0
C 2.42378 -2.00375 -0.80503 0.0 0.2 -0.2
C 3.60246 -2.58112 -1.22750 -0.1 0.1 -0.1
H 5.56631 -2.18323 -2.00178 0.0 0.0 0.0
H 5.20259 0.29131 -2.01566 0.0 0.0 0.0
H 3.01923 1.18010 -1.24947 0.0 0.0 0.0
H 1.59343 -2.59678 -0.44759 0.2 0.3 -0.1
H 3.70830 -3.65618 -1.20580 0.0 0.0 -0.1
```
Positions in Å, forces in eV/Å.

Output
* <S²>: 0.75
* HOMO-LUMO gap (spin up / spin down): 6.49 / 6.47 eV
* 2S+1: 2
* charge: +2
* energy relative to the best compared isomer or geometry (same formula, charge and spin): 0.0 kcal/mol
* LUMO level (spin up / spin down): -6.4 / -6.4 eV

ORCA calculation (the ωB97M-V functional and the def2-TZVPD basis) on an isolated ion of composition C8H13N2 and charge +1 in a non-equilibrium geometry.

XYZ file:
```
23
Properties=species:S:1:pos:R:3:forces:R:3
C -1.98341 -1.38759 -0.15585 -1.4 1.2 0.4
C -2.23380 -0.03091 -0.05550 -0.5 -1.6 0.0
C 0.00469 0.69707 0.25799 -0.6 0.8 0.1
C 1.41322 -1.28656 -0.25557 -0.5 0.4 0.3
C 0.36927 -2.21381 0.37188 0.9 -0.7 0.7
C 1.29247 0.13266 0.38211 1.4 -1.1 -0.6
C 2.36701 1.03551 -0.27707 -0.2 0.3 0.2
C -1.68939 2.29855 0.02189 -0.3 1.1 0.0
N -0.89765 -2.05449 -0.18342 0.4 -0.7 -1.2
N -1.21964 0.90471 0.06507 0.8 0.4 0.1
H -2.87718 -1.96195 -0.41460 -0.1 0.0 0.1
H -3.23150 0.36233 -0.13219 0.0 0.1 -0.1
H 2.42375 -1.66215 -0.08804 -0.1 0.0 0.1
H 1.24169 -1.21891 -1.33098 0.1 0.0 0.0
H 0.68069 -3.24207 0.13784 0.0 0.2 0.2
H 0.35810 -2.10036 1.46605 0.1 0.0 -0.1
H 1.52552 0.05003 1.45624 -0.2 0.1 -0.1
H 2.38417 2.01380 0.19503 0.0 0.1 0.0
H 2.16466 1.15259 -1.33764 0.0 0.0 -0.1
H 3.34064 0.57633 -0.15199 0.1 -0.1 0.0
H -0.85102 2.98183 0.13079 0.0 -0.1 0.0
H -2.18399 2.47993 -0.93227 0.1 -0.1 0.0
H -2.39834 2.47344 0.83025 0.0 -0.1 0.0
```
Positions in Å, forces in eV/Å.

Output
* HOMO-LUMO gap (spin up / spin down): 7.80 / 6.56 eV
* 2S+1: 1
* charge: +1
* energy relative to the best compared isomer or geometry (same formula, charge and spin): 144.6 kcal/mol
* LUMO level (spin up / spin down): -4.8 / -5.8 eV

ORCA calculation (the ωB97M-V functional and the def2-TZVPD basis) on a 2-piece molecular cluster, C3H9N4S overall in a non-equilibrium geometry.

XYZ file:
```
17
Properties=species:S:1:pos:R:3:forces:R:3
C 2.19380 0.42114 0.69907 3.6 -1.7 2.4
C 0.25827 0.52901 -0.38826 2.0 3.8 -0.1
C 1.04778 -1.70814 0.12454 -1.4 -0.9 -1.3
N 1.81717 1.77153 0.56825 -1.7 0.7 -0.6
N 0.77339 1.86144 -0.11403 -0.9 -1.9 -0.1
N -0.80872 0.26580 -1.02766 -2.2 0.8 -1.0
N 1.20258 -0.31016 -0.08574 1.6 0.5 1.8
S -3.63345 0.67226 0.14677 0.9 -1.7 -0.2
H 3.33570 0.31971 0.45453 -2.1 -0.3 -0.2
H 2.14739 0.05311 1.80550 -0.1 0.8 -1.5
H 0.35281 -2.03005 0.96189 0.7 0.6 -1.2
H 0.81067 -2.06367 -0.90563 -0.4 -0.6 1.1
H 2.02728 -2.04372 0.29216 1.2 -0.9 0.5
H -0.97732 -0.56163 -1.54561 0.1 -1.0 -0.1
H -1.51323 0.97317 -1.18018 0.0 0.2 0.1
H -4.25267 1.75349 0.37497 -0.9 2.2 0.5
H -4.78144 0.09671 -0.18058 -0.2 -0.4 -0.2
```
Positions in Å, forces in eV/Å.

Output
* <S²>: 2.01
* HOMO-LUMO gap (spin up / spin down): 9.17 / 5.74 eV
* 2S+1: 3
* charge: +1
* energy relative to the best compared isomer or geometry (same formula, charge and spin): 14.7 kcal/mol
* LUMO level (spin up / spin down): -3.2 / -7.6 eV

ORCA calculation (the ωB97M-V functional and the def2-TZVPD basis) on a 3-piece molecular cluster, C40H53NO7P overall in a non-equilibrium geometry.

XYZ file:
```
102
Properties=species:S:1:pos:R:3:forces:R:3
C -1.29629 5.90510 3.30859 0.1 0.1 1.0
C -1.15795 4.68955 4.25984 -0.7 -0.8 -1.2
C -0.08688 3.65731 3.78701 -0.1 -0.1 1.5
C 1.27345 3.79059 4.53208 0.2 0.5 -0.8
C 2.53189 3.73202 3.59013 0.1 0.4 1.3
C 3.59305 2.69556 4.05452 -0.2 0.6 -0.4
C 3.45658 1.24533 3.47258 0.1 -0.1 0.9
C 2.21340 0.97831 2.65385 1.8 0.5 -0.1
C 2.25992 1.07711 1.26795 -2.0 -0.1 -1.7
P 3.85630 1.59019 0.38559 1.9 0.2 1.2
C 3.54968 3.22414 -0.44909 -0.5 -0.4 0.2
O 4.20195 0.51192 -0.81312 -1.1 0.5 0.2
C 1.04877 0.80030 0.56506 0.4 0.4 0.2
C 1.13707 0.89670 -0.96568 0.0 -1.1 0.2
O 1.53783 -0.04912 -1.58964 -0.3 1.2 0.4
O 0.78293 2.07903 -1.50980 0.1 -0.5 0.2
C -0.14841 0.45386 1.23376 0.7 -0.3 -0.5
C -1.45701 0.19756 0.48820 -0.3 0.7 -0.5
O -1.31211 -0.58245 -0.68838 0.4 0.4 0.1
C -1.98813 -0.04608 -1.78637 -0.9 0.5 -1.2
C -1.29170 0.35552 -2.93062 0.6 -0.2 -0.1
C -1.91900 0.93090 -4.02574 0.2 0.6 -0.5
C -1.08795 1.38487 -5.22663 -0.7 -0.7 0.1
C -3.30593 1.13703 -4.03821 1.0 -0.2 0.2
C -4.01733 0.70252 -2.94319 0.2 -0.1 0.3
C -3.37730 0.11115 -1.81752 -1.3 0.1 0.5
C -4.33054 -0.32227 -0.68471 0.1 -0.4 0.1
C -3.97543 -1.75322 -0.12040 -0.3 0.5 -1.0
C -4.53560 0.75505 0.43788 0.1 -0.8 0.1
C -0.07644 0.37521 2.61440 -1.6 -0.7 0.2
C -1.27888 0.00437 3.47913 -0.2 0.4 0.7
O -1.01787 -1.04190 4.40380 0.4 -0.4 -0.6
C -1.24319 -2.32402 3.84115 -0.7 -0.6 0.3
C -0.06669 -2.93972 3.07274 -0.5 0.5 1.0
O -2.30053 -2.85002 4.02822 0.9 0.4 -0.3
N 1.06630 0.63585 3.26785 0.8 0.0 -0.5
O 1.09590 0.59719 4.63910 -0.2 0.1 -0.1
H -2.30869 6.33149 3.34683 0.3 -0.2 0.0
H -1.09693 5.60892 2.27170 0.1 0.2 0.2
H -0.62356 6.69864 3.66570 0.0 -0.1 -0.6
H -1.02147 4.96141 5.31406 0.1 0.1 -0.3
H -2.11766 4.14202 4.21471 0.2 0.3 0.2
H 0.04734 3.68133 2.69409 -0.1 0.1 0.3
H -0.50186 2.67700 4.07298 0.2 0.2 -0.4
H 1.38843 3.06150 5.34750 -0.2 0.1 -0.4
H 1.27644 4.77157 5.03452 0.1 -0.3 -0.2
H 2.25539 3.65774 2.52814 0.1 -0.2 0.3
H 3.00743 4.71885 3.71008 0.0 -0.3 -0.3
H 4.57462 3.10877 3.77598 -0.2 -0.5 0.0
H 3.58239 2.68266 5.15293 -0.1 -0.2 -0.3
H 3.50493 0.51313 4.29197 -0.1 0.3 -0.2
H 4.34940 1.06674 2.86362 -0.5 -0.1 -0.1
H 2.48956 3.48930 -0.50085 0.3 0.0 -0.3
H 4.01759 3.25430 -1.44264 -0.3 -0.2 0.2
H 4.05706 3.96997 0.17822 -0.1 -0.3 -0.1
H 4.44389 -0.33387 -0.40980 0.2 0.0 -0.2
H 0.42169 2.67234 -0.83521 0.0 0.0 -0.1
H -2.23132 -0.24959 1.11332 0.4 0.1 0.0
H -1.84757 1.18544 0.17923 0.1 -0.2 0.3
H -0.21271 0.23903 -3.02353 -0.3 -0.1 0.3
H -1.48302 2.33266 -5.61356 0.3 -0.1 0.1
H -0.01769 1.43422 -5.00171 -0.3 0.2 0.0
H -1.23904 0.62910 -6.01332 0.2 0.3 0.0
H -3.74340 1.62448 -4.90827 -0.2 -0.2 0.3
H -5.10155 0.83300 -2.96893 0.3 -0.2 0.4
H -5.31324 -0.45480 -1.15948 0.4 0.2 0.0
H -3.63167 -1.72177 0.92105 0.0 -0.2 -0.3
H -3.23397 -2.19898 -0.79744 0.0 0.0 0.5
H -4.86263 -2.39523 -0.21295 0.3 0.2 0.4
H -3.94350 1.66119 0.26030 -0.4 -0.1 0.0
H -5.60192 0.98616 0.54843 0.4 0.2 -0.1
H -4.22497 0.31068 1.39906 -0.1 0.4 -0.2
H -1.53200 0.89535 4.07660 0.1 -0.3 -0.1
H -2.18147 -0.24878 2.91319 0.4 0.2 -0.1
H 0.00427 -3.98726 3.38350 -0.1 0.2 -0.4
H -0.27939 -2.83822 2.00146 0.3 -0.1 0.2
H 0.85169 -2.43109 3.39270 -0.1 -0.1 -0.5
H 1.37062 -0.30846 4.86501 -0.3 0.0 0.2
C 4.40359 -2.95552 -2.17817 0.0 0.0 0.1
C 4.19117 -4.23617 -1.68451 0.0 0.0 0.0
C 5.03566 -5.27265 -2.05764 0.0 0.0 0.0
C 6.09812 -5.02629 -2.91700 0.0 0.0 0.0
C 6.31235 -3.74520 -3.40754 0.0 0.0 0.0
C 5.46284 -2.71007 -3.04172 0.0 0.0 0.0
H 3.74052 -2.14659 -1.88994 -0.1 0.0 -0.1
H 3.36578 -4.42676 -1.00911 0.0 0.0 0.0
H 4.86669 -6.27261 -1.67849 0.0 0.0 0.0
H 6.75945 -5.83369 -3.20450 0.0 0.0 0.0
H 7.14180 -3.55381 -4.07651 0.0 0.0 0.0
H 5.62633 -1.71184 -3.42873 0.0 0.0 0.0
C -2.05309 -3.68494 -3.96883 0.0 0.1 0.0
C -3.16210 -2.87391 -4.17596 0.0 -0.1 0.1
C -4.32667 -3.42079 -4.70017 0.0 0.0 0.0
C -4.38453 -4.77317 -5.00920 0.0 0.0 0.0
C -3.27566 -5.58089 -4.79981 0.0 0.0 0.0
C -2.10840 -5.03618 -4.28340 0.0 0.0 0.0
H -1.14267 -3.26142 -3.56065 0.0 0.0 0.0
H -3.12721 -1.82476 -3.90584 0.0 0.0 -0.1
H -5.19176 -2.79070 -4.86814 0.0 0.0 0.0
H -5.29489 -5.19731 -5.41389 0.0 0.0 0.0
H -3.32128 -6.63581 -5.03968 0.0 0.0 0.0
H -1.24145 -5.66524 -4.12407 0.0 0.0 0.0
```
Positions in Å, forces in eV/Å.

Output
* HOMO-LUMO gap: 6.33 eV
* 2S+1: 1
* charge: +1
* LUMO level: -4.4 eV